Record 1
Molecular formula: C2H6OS
Method: DFT, ωB97M-V/def2-TZVPD

Structure (ORCA input):
```
! wB97M-V def2-TZVPD RIJCOSX def2/J DEFGRID3
* xyz 0 1
S -0.029 1.341 -1.515
O -0.360 -0.553 0.068
C -1.542 -0.803 0.767
C 0.064 0.827 0.189
H -1.468 -0.898 1.877
H -0.571 1.531 0.825
H -1.969 -1.800 0.493
H -2.118 0.079 0.430
H 1.072 0.721 0.500
H 0.078 0.114 -2.154
*
```

Output
LUMO	1.02	eV
max |F|	1.824	eV/Å
DFT total energy	-15052.3996	eV
SMILES string	COCS

***

Record 2
Molecular formula: C2H6OS
Method: DFT, ωB97M-V/def2-TZVPD

Structure (ORCA input):
```
! wB97M-V def2-TZVPD RIJCOSX def2/J DEFGRID3
* xyz 0 1
S -1.870 -0.408 -0.191
O 0.786 -1.167 -0.187
C 0.956 0.255 -0.206
C -0.520 0.892 0.034
H -0.668 1.809 -0.575
H 1.009 0.293 -1.345
H -1.453 -1.584 0.124
H -0.604 1.346 1.084
H 1.944 0.404 0.296
H 0.419 -1.842 0.967
*
```

Output
LUMO	-0.03	eV
max |F|	5.941	eV/Å
DFT total energy	-15050.0386	eV

***

Record 3
Molecular formula: C2H6OS2
Method: DFT, ωB97M-V/def2-TZVPD

Structure (ORCA input):
```
! wB97M-V def2-TZVPD RIJCOSX def2/J DEFGRID3
* xyz 0 1
S 1.813 1.078 0.359
S 0.093 1.475 -0.815
O -2.229 -1.253 -0.351
C -0.347 -2.402 0.469
C -1.260 -1.443 0.654
H -0.708 1.044 0.186
H -0.523 -3.379 0.050
H 1.331 -0.213 0.342
H -2.988 -1.633 0.128
H 0.594 -2.229 0.978
H -1.125 -0.655 1.394
*
```

Output
LUMO	0.30	eV
max |F|	2.691	eV/Å
DFT total energy	-25887.1558	eV
SMILES string	C=CO.SS

***

For the records above, the corresponding HOMO energy values read -9.14 -8.96 -8.94 eV.
For the records above, the corresponding energy above the lowest of the compared OMol25 structures with the same formula, charge and spin values read 1.032 3.393 1.541 eV.